(1)
Computed, not measured: a gas-phase ion, C3H7BrN4 (charge +2), with wB97M-V/def2-TZVPD.

```
15
C3H7BrN4 | the OMol25 dataset | wB97M-V/def2-TZVPD
C -0.234 -0.404 1.439
C -0.454 -0.415 -1.056
C 1.487 1.243 0.929
N 0.535 0.673 1.691
N -0.533 -0.945 0.291
N 0.176 0.674 -1.216
N -1.074 -1.165 -1.960
Br 2.104 2.919 1.263
H -0.689 -0.863 2.320
H 1.944 0.672 0.120
H 0.361 1.114 2.605
H -1.109 -1.791 0.350
H 0.178 1.162 -2.099
H -1.610 -1.995 -1.745
H -1.082 -0.879 -2.932
```

Computed properties:
- orbital gap (hartree) = 0.2721
- energy relative to the best compared isomer or geometry (same formula, charge and spin) (eV) = 1.223
- charge = +2
- total energy (eV) = -79208.146
- E_HOMO (eV) = -18.29
- LUMO energy (eV) = -10.89
- 2S+1 = 1

Atom charges from the Löwdin analysis, given in e for atoms 1 to 2:
1. C 0.0322
2. C -0.4437

***

(2)
Computed, not measured: 2 unconnected molecules or ions with the total composition C3H7Cl2NO2Si, with wB97M-V/def2-TZVPD.

```
16
C3H7Cl2NO2Si | the OMol25 dataset | wB97M-V/def2-TZVPD
C -1.102 -1.694 -0.221
C 0.347 1.280 2.105
C -0.703 -0.494 -1.029
N 0.242 -0.639 -2.034
O 0.529 0.408 -2.663
O 0.912 -1.660 -2.174
Si 0.980 1.280 0.307
Cl 0.596 3.009 -0.675
Cl 2.741 0.466 -0.027
H -0.271 -2.357 -0.124
H -1.404 -1.429 0.821
H -1.909 -2.227 -0.598
H 0.511 2.101 2.688
H -0.750 1.344 2.266
H 0.889 0.543 2.708
H -1.608 0.068 -1.353
```

Computed properties:
- orbital gap (hartree) = 0.3003
- energy relative to the best compared isomer or geometry (same formula, charge and spin) (eV) = 2.857
- total energy (eV) = -41729.966
- E_HOMO (eV) = -8.87
- LUMO energy (eV) = -0.70
- 2S+1 = 1

Atom charges from the Löwdin analysis, given in e for atoms 1 to 2:
1. C -0.1031
2. C -0.2373

***

(3)
Computed, not measured: 2 unconnected molecules or ions with the total composition C3H7Cl2OP, with wB97M-V/def2-TZVPD.

```
14
C3H7Cl2OP | the OMol25 dataset | wB97M-V/def2-TZVPD
C -1.110 0.500 -0.107
C -0.656 -0.809 0.430
C 0.562 -0.816 0.892
O 6.120 0.606 -1.672
P 4.992 0.413 -0.479
Cl 5.522 -1.471 -0.003
Cl 5.957 1.198 1.164
H -2.011 0.968 0.226
H -0.364 1.331 0.295
H -1.091 0.630 -1.212
H -1.249 -1.675 0.323
H 5.772 1.090 -2.405
H 1.117 -1.743 1.073
H 1.125 0.093 0.784
```

Computed properties:
- orbital gap (hartree) = 0.3798
- energy relative to the best compared isomer or geometry (same formula, charge and spin) (eV) = 1.075
- total energy (eV) = -39606.234
- E_HOMO (eV) = -9.84
- LUMO energy (eV) = 0.49
- 2S+1 = 1

Atom charges from the Löwdin analysis, given in e for atoms 1 to 2:
1. C -0.1408
2. C -0.2406

***

(4)
Computed, not measured: a single C3H7ClN2OSi molecule, with wB97M-V/def2-TZVPD.

```
15
C3H7ClN2OSi | the OMol25 dataset | wB97M-V/def2-TZVPD
C -0.036 0.302 1.721
C -0.084 -0.831 0.797
C -0.519 -1.216 -1.497
N 0.021 -0.289 -0.579
N 0.197 1.459 1.220
O 0.535 2.534 1.901
Si 0.526 1.332 -0.645
Cl 2.400 1.537 -1.505
H -0.248 0.362 2.764
H 0.771 -1.638 1.020
H -1.102 -1.418 0.897
H -0.303 -0.864 -2.532
H -0.064 -2.236 -1.240
H -1.587 -1.425 -1.282
H -0.506 2.390 -1.042
```

Computed properties:
- orbital gap (alpha / beta) (hartree) = 0.3323 / 0.3322
- energy relative to the best compared isomer or geometry (same formula, charge and spin) (eV) = 0.550
- total energy (eV) = -28651.315
- E_HOMO (alpha / beta) (eV) = -8.52 / -8.51
- LUMO energy (alpha / beta) (eV) = 0.53 / 0.53
- 2S+1 = 1

Atom charges from the Löwdin analysis, given in e for atoms 1 to 2:
1. C -0.1144
2. C -0.2158

***

(5)
Computed, not measured: a molecular structure, C3H7ClN2S, with wB97M-V/def2-TZVPD.

```
14
C3H7ClN2S | the OMol25 dataset | wB97M-V/def2-TZVPD
C 0.423 -2.084 -0.238
C 0.218 0.263 -0.149
C 1.165 1.377 0.122
H 0.395 -3.017 1.024
H -0.924 -1.830 -0.512
H 1.194 -2.795 -1.259
H 0.996 1.829 1.176
H 2.076 0.668 -0.049
H -1.485 -0.559 0.625
H -3.242 1.983 -0.363
N 1.059 -0.721 -0.327
N -1.155 0.406 0.344
S -1.753 1.898 0.867
Cl 1.033 2.583 -1.261
```

Computed properties:
- orbital gap (hartree) = 0.3039
- energy relative to the best compared isomer or geometry (same formula, charge and spin) (eV) = 8.394
- total energy (eV) = -29553.745
- E_HOMO (eV) = -9.23
- LUMO energy (eV) = -0.96
- 2S+1 = 1

Atom charges from the Löwdin analysis, given in e for atoms 1 to 2:
1. C -0.2062
2. C -0.5322

***

(6)
Computed, not measured: a molecular structure, C3H7ClN2Si, with wB97M-V/def2-TZVPD.

```
14
C3H7ClN2Si | the OMol25 dataset | wB97M-V/def2-TZVPD
C 0.752 -1.267 -1.122
C 1.728 -0.355 -0.610
C -2.151 1.267 0.423
N -0.502 -1.169 -0.933
N 1.007 0.643 0.165
Si -0.646 0.140 0.143
Cl -0.384 -1.394 2.668
H 1.041 -2.210 -1.688
H 2.428 -0.720 0.108
H 2.345 -0.036 -1.574
H -1.835 2.209 1.026
H -2.551 1.505 -0.600
H -2.763 0.561 0.945
H 1.532 0.827 1.047
```

Computed properties:
- orbital gap (hartree) = 0.3223
- energy relative to the best compared isomer or geometry (same formula, charge and spin) (eV) = 2.861
- total energy (eV) = -26604.809
- E_HOMO (eV) = -9.01
- LUMO energy (eV) = -0.24
- 2S+1 = 1

Atom charges from the Löwdin analysis, given in e for atoms 1 to 2:
1. C -0.2694
2. C -0.2820

***

(7)
Computed, not measured: a gas-phase ion, C3H7ClN3 (charge +1), with wB97M-V/def2-TZVPD.

```
14
C3H7ClN3 | the OMol25 dataset | wB97M-V/def2-TZVPD
C 0.407 -1.592 0.174
C 1.596 0.139 -0.799
C -0.275 0.584 0.650
N 1.200 -1.170 -0.714
N -0.362 -0.791 0.950
N -1.362 0.975 -0.358
Cl 2.805 0.570 0.457
H 0.251 -2.704 0.346
H 1.693 0.453 -1.815
H -0.130 1.173 1.484
H -1.098 -0.938 1.553
H -1.297 2.064 -0.416
H -2.312 0.702 -0.213
H -1.113 0.534 -1.300
```

Computed properties:
- orbital gap (alpha / beta) (hartree) = 0.3043 / 0.3043
- energy relative to the best compared isomer or geometry (same formula, charge and spin) (eV) = 3.820
- charge = +1
- total energy (eV) = -20206.922
- E_HOMO (alpha / beta) (eV) = -12.83 / -12.84
- LUMO energy (alpha / beta) (eV) = -4.55 / -4.55
- 2S+1 = 1

Atom charges from the Löwdin analysis, given in e for atoms 1 to 2:
1. C -0.1904
2. C -0.4371

***

(8)
Computed, not measured: a molecular structure, C3H7ClNOPd, with wB97M-V/def2-TZVPD.

```
14
C3H7ClNOPd | the OMol25 dataset | wB97M-V/def2-TZVPD
O 1.909 -0.927 0.153
N 1.388 0.104 0.808
C 0.710 0.978 -0.117
C -0.857 0.903 -0.033
C -1.431 -0.502 0.317
Cl -2.164 -1.227 -1.185
H 2.562 -0.644 -0.520
H 0.997 2.009 0.173
H 1.060 0.848 -1.158
H -1.281 1.643 0.658
H -1.226 1.161 -1.036
H -0.721 -1.184 0.796
H -2.278 -0.346 0.996
Pd 1.330 -2.815 0.147
```

Computed properties:
- orbital gap (hartree) = 0.2253
- charge = +1
- total energy (eV) = -22750.981
- E_HOMO (eV) = -13.70
- LUMO energy (eV) = -7.57
- 2S+1 = 1

Atom charges from the Löwdin analysis, given in e for atoms 1 to 2:
1. O -0.1423
2. N 0.1030

***

Taking the records one at a time from the top gives max |F| values of 1.8 3.6 3.5 3.4 5.5 4.5 4.6 2.3 eV/A.